No. 1
{"formula": "C4H9NO2S", "method": "ωB97M-V with the def2-TZVPD basis set", "total_charge": 0, "e_lumo_ha": 0.0241, "smiles": "COCON(C)C=S", "gap_ev": 8.96, "spin_multiplicity": 1, "homo_ev": -8.30, "symbols": ["O", "H", "H", "N", "O", "C", "C", "H", "S", "H", "H", "H", "H", "H", "C", "H", "C"], "positions_angstrom": [[-0.43, 0.12, -0.41], [-2.88, -1.33, 2.06], [2.59, -0.38, -1.34], [0.79, 0.27, -1.07], [-1.71, 0.08, 1.32], [1.73, -0.54, -0.72], [-1.85, -1.27, 1.74], [-0.24, 1.64, 1.14], [1.65, -1.80, 0.33], [0.05, 1.21, -2.86], [0.62, 2.26, -1.52], [-1.20, -1.45, 2.71], [0.41, 0.00, 1.41], [1.68, 1.37, -2.51], [-0.41, 0.50, 0.93], [-1.55, -2.01, 0.90], [0.75, 1.33, -2.12]]}

***

No. 2
{"formula": "C4H9NO2S", "method": "ωB97M-V with the def2-TZVPD basis set", "total_charge": 0, "e_lumo_ha": 0.0178, "smiles": "NC[C@H](O)COC=S", "gap_ev": 9.59, "spin_multiplicity": 1, "homo_ev": -9.10, "symbols": ["C", "O", "O", "C", "H", "H", "N", "H", "H", "H", "C", "H", "H", "C", "H", "S", "H"], "positions_angstrom": [[2.35, 0.49, -0.10], [0.45, 1.62, 0.16], [-0.82, -1.46, 0.09], [0.87, 0.32, -0.31], [-0.01, -0.28, 1.64], [2.48, 0.96, 0.87], [3.27, -0.64, -0.18], [3.72, -0.76, -1.14], [4.15, -0.25, 0.46], [0.45, -0.04, -1.33], [-1.95, -0.92, -0.25], [2.66, 1.38, -0.79], [0.99, -1.54, 0.88], [0.31, -0.75, 0.67], [-2.65, -1.59, -0.97], [-2.55, 0.56, -0.07], [-0.47, 1.45, 0.65]]}

***

No. 3
{"formula": "C4H9NO2S", "method": "ωB97M-V with the def2-TZVPD basis set", "total_charge": 0, "e_lumo_ha": [-0.0030, -0.0030], "smiles": "C[C@@H](O)[C@H](N)C(O)=S", "gap_ev": [8.83, 8.83], "spin_multiplicity": 1, "homo_ev": [-8.92, -8.92], "symbols": ["H", "H", "H", "O", "H", "C", "H", "H", "N", "C", "H", "H", "C", "H", "C", "O", "S"], "positions_angstrom": [[0.64, -1.34, 0.81], [-0.70, -1.69, 1.98], [1.18, 2.31, -1.61], [-0.04, 1.06, 1.57], [1.34, -0.56, -1.47], [-0.21, 0.59, -0.87], [-0.14, 1.86, 1.14], [1.89, 0.48, -0.49], [1.20, 0.37, -1.21], [-0.37, -1.29, 0.94], [-1.76, 0.47, 0.52], [-0.86, 0.07, -1.69], [-0.55, 2.14, -0.92], [-0.87, -1.95, 0.18], [-0.72, 0.24, 0.56], [0.32, 2.79, -1.67], [-2.00, 2.81, -0.50]]}

***

No. 4
{"formula": "C4H9NO3", "method": "ωB97M-V with the def2-TZVPD basis set", "total_charge": -1, "e_lumo_ha": [0.1190, 0.0330], "gap_ev": [6.00, 3.60], "spin_multiplicity": 2, "homo_ev": [-2.76, -2.71], "s2": 0.76, "symbols": ["H", "C", "N", "O", "C", "H", "H", "H", "C", "O", "C", "H", "H", "H", "H", "H", "O"], "positions_angstrom": [[0.52, -0.18, -1.61], [-0.40, -0.58, -1.23], [-0.76, -0.17, 0.16], [-0.46, 2.70, 0.60], [0.34, 0.47, 2.31], [-0.49, -3.03, 1.94], [-0.06, -0.48, 2.63], [-0.20, 1.34, 2.64], [0.19, 0.44, 0.82], [-0.03, -2.27, 1.52], [0.10, 1.76, 0.09], [-0.31, -1.66, -1.25], [0.42, -0.34, -4.65], [0.53, 1.86, -0.91], [1.39, 0.43, 2.61], [-1.18, -0.29, -1.93], [0.41, -0.01, -3.74]]}

***

Number 1: energy -20710.6330 eV. Number 2: energy -20711.8575 eV. Number 3: energy -20712.8783 eV. Number 4: energy -11920.7009 eV.